Here is a cluster of 2 separate species, C6H8N2S2 in total in a non-equilibrium geometry from the Open Molecules 2025 dataset. Energies are from ωB97M-V with the def2-TZVPD basis set.

The geometry in XYZ format:
```
18
Properties=species:S:1:pos:R:3:forces:R:3
H 2.6034 -0.6568 -1.0350 -0.7395 -0.1366 -0.0543
N -1.1633 0.0702 1.0348 1.8880 1.5516 -0.5817
S -2.6967 -1.9252 1.0092 0.3320 -0.1785 -0.1333
S 0.2241 2.1684 -1.0226 -0.3833 1.0124 0.1303
H -1.3197 0.8535 2.9898 -1.9758 -1.1039 -1.2703
C 0.9338 0.7212 -1.4256 0.8990 -1.5107 -2.2889
H 0.7234 0.3448 -2.4665 0.1600 0.5331 1.2015
H 1.2250 1.1029 1.1524 1.2470 -0.9145 -0.6300
C -2.6379 -0.8985 2.4129 -3.0924 -0.6169 0.9622
H -3.4831 -0.9847 3.1259 1.1565 -0.1455 -0.2078
C 1.9488 0.3672 0.6803 0.8325 -0.6127 3.5687
N -0.8437 -1.2675 -0.9427 0.2492 1.3837 1.4228
C 1.8557 0.0223 -0.6170 0.3434 0.9215 -0.0499
H -0.5024 0.8960 0.8245 -1.6278 -2.3503 -0.1281
C -1.3651 -1.0354 0.2058 -0.9700 0.7503 -0.2101
H -1.3446 -1.9134 -1.4959 -0.5196 -1.1862 -0.2971
H 2.6176 -0.2034 1.4770 -1.3316 1.3996 -2.0270
C -1.8650 0.1482 2.2378 3.5323 1.2037 0.5930
```
Forces are in eV/Å.

Calculated values
Kohn-Sham gap (spin up / spin down) = 7.6 / 5.4 eV
DFT total energy = -1139.1417 a.u.
2S+1 = 3
Expectation value of S² = 2.0236

Atom-resolved charges from Mulliken, all expressed in e: atom 1 (H): 0.311, atom 2 (N): 0.063, atom 3 (S): -0.171, atom 4 (S): -0.023, atom 5 (H): 0.247, atom 6 (C): -0.359, atom 7 (H): 0.333, atom 8 (H): 0.322, atom 9 (C): -0.237, atom 10 (H): 0.341, atom 11 (C): -0.858, atom 12 (N): -0.541, atom 13 (C): 0.273, atom 14 (H): -0.136, atom 15 (C): 0.480, atom 16 (H): 0.196, atom 17 (H): 0.189, atom 18 (C): -0.430

***

Here is a cluster of 11 separate species, C6H35NO11 in total in a non-equilibrium geometry from the Open Molecules 2025 dataset. Energies are from ωB97M-V with the def2-TZVPD basis set.

The geometry in XYZ format:
```
53
Properties=species:S:1:pos:R:3:forces:R:3
H 2.9181 -1.5069 0.3618 -0.0106 -3.0989 -0.9726
O 0.0450 -1.9048 -2.4460 0.1950 -0.1887 0.2661
H 2.4305 -3.3575 -0.5866 -0.3454 -0.5003 0.7578
H 0.3195 -2.0327 -1.5231 -0.3821 -0.0533 0.0476
H -1.7208 -4.0289 0.0354 -1.7717 -0.6117 -0.6616
O 3.9499 1.5690 -1.2897 1.4175 -0.4196 0.5286
H -0.9001 0.5454 -3.2221 -0.8273 -0.1612 -1.0544
H -2.9734 3.4966 -2.0310 -2.1946 1.1142 -0.7962
H 0.9129 -1.1490 0.4391 -4.4633 0.2970 -1.7072
H -2.0593 4.2682 0.0862 0.1338 -0.7077 -0.5866
H 4.7371 2.0281 -1.6404 -0.7706 -0.3721 0.1996
H 1.6085 -2.5801 5.3121 2.4413 4.4039 3.2465
C -1.2932 0.3766 -1.1999 0.5331 5.1086 -0.7172
H -0.7815 0.6636 0.9482 -0.1978 0.6990 0.4692
H -1.4553 2.8275 -2.4658 0.1288 -0.3143 -1.0112
H -0.9577 2.9106 0.1262 -0.0383 -0.5291 0.0770
C -2.2074 2.8952 -1.7113 2.7745 -1.8006 2.7709
H 2.7473 1.2488 4.2856 3.0167 3.9669 2.3535
H -1.6695 -1.1225 3.5262 1.1675 0.5948 0.8404
C -2.5728 1.4858 -1.2262 0.0587 -2.4340 3.1477
H 1.1555 -1.7514 1.7346 -0.8069 0.0760 2.6181
H -1.1496 -2.6197 0.3148 -1.0814 4.6060 -0.3141
H 1.1063 -0.6959 2.7822 1.7539 5.1269 1.0993
H 3.6466 -0.1527 -0.0423 -2.1872 -1.2643 2.1624
H -4.1353 -0.1208 -1.4865 -0.0298 2.1293 -0.9244
H 0.2579 -0.0946 -2.3533 -0.7345 1.0672 -0.3911
O 3.0177 -0.6503 0.6566 2.2202 4.8639 -1.1528
H -3.3806 0.9086 -2.9421 -1.4757 -0.9152 0.4339
H -2.6845 -1.7119 2.8350 -1.2088 -0.9191 -1.2090
C -1.4505 3.5834 -0.5591 -0.1640 1.4998 0.6234
O 1.1835 -3.0912 4.7480 -3.1086 -5.6323 -3.6774
O -1.0216 -3.5011 0.3287 2.8128 -4.3112 1.0286
O 1.8585 2.5110 -2.7013 1.0345 -0.5123 -0.5306
H -1.6755 -0.6071 -1.2694 -0.7148 -0.9420 0.0917
H 3.2092 1.7938 -1.8575 -0.3511 0.6693 -0.3822
H -0.6406 4.2187 -0.9141 0.0430 0.2021 -0.2726
O 2.2730 0.6121 3.9011 -0.0379 -7.4239 -3.4303
H 1.3229 3.2368 -2.4085 -0.5461 0.2784 0.3214
H -2.8802 1.4261 -0.1131 0.6814 0.9637 -1.2447
O -2.5778 -1.3482 3.6955 0.1526 0.2870 0.3135
H 1.3413 1.7001 -2.5967 -0.9293 0.3168 0.0256
C -3.8458 0.9207 -1.9039 2.6821 0.1552 -1.4955
O -0.1616 -1.0326 0.1426 6.3394 -1.5505 1.5141
H -4.4865 1.8238 -1.9393 -0.6794 -1.2962 0.3457
O 1.9512 -3.0468 0.1995 0.1020 0.0645 -0.0984
H 0.7736 0.8674 0.0243 -1.9541 -0.5998 -0.6175
O 0.8127 -1.5223 2.6582 -1.0626 -5.1974 -2.9578
C -0.2703 0.3564 0.0516 -1.5237 0.7606 -1.1353
H 3.0014 -0.1813 3.6551 -2.9407 3.4135 1.0121
N -0.4277 0.6977 -2.3672 1.4873 -1.0224 1.4606
H 0.3448 -2.6671 -2.9169 0.2511 -0.7995 -0.4906
H 1.7858 -3.7324 0.8706 0.2305 -0.0523 -0.8164
H 0.6687 -2.7621 3.9941 0.8803 0.9655 0.8928
```
Forces are in eV/Å.

Calculated values
Kohn-Sham gap = 9.4 eV
DFT total energy = -1131.8186 a.u.
Structure (SMILES) = CC[C@@H](C)[C@@H](N)CO.O.O.O.O.O.O.O.O.O.O

Atom-resolved charges from Mulliken, all expressed in e: atom 1 (H): 0.364, atom 2 (O): -0.696, atom 3 (H): 0.262, atom 4 (H): 0.253, atom 5 (H): 0.248, atom 6 (O): -0.650, atom 7 (H): 0.120, atom 8 (H): 0.510, atom 9 (H): -0.348, atom 10 (H): 0.310, atom 11 (H): 0.280, atom 12 (H): 0.251, atom 13 (C): 0.113, atom 14 (H): 0.399, atom 15 (H): 0.220, atom 16 (H): 0.185, atom 17 (C): -0.262, atom 18 (H): 0.260, atom 19 (H): 0.301, atom 20 (C): -0.319, atom 21 (H): 0.395, atom 22 (H): 0.260, atom 23 (H): 0.334, atom 24 (H): 0.346, atom 25 (H): 0.302, atom 26 (H): 0.441, atom 27 (O): -0.508, atom 28 (H): 0.286, atom 29 (H): 0.325, atom 30 (C): -1.075, atom 31 (O): -0.620, atom 32 (O): -0.602, atom 33 (O): -0.762, atom 34 (H): 0.568, atom 35 (H): 0.425, atom 36 (H): 0.319, atom 37 (O): -0.663, atom 38 (H): 0.275, atom 39 (H): 0.257, atom 40 (O): -0.630, atom 41 (H): 0.384, atom 42 (C): -1.318, atom 43 (O): 0.109, atom 44 (H): 0.410, atom 45 (O): -0.616, atom 46 (H): 0.268, atom 47 (O): -0.403, atom 48 (C): -0.895, atom 49 (H): 0.331, atom 50 (N): -0.624, atom 51 (H): 0.278, atom 52 (H): 0.247, atom 53 (H): 0.359

***

Here is a structure of composition Cl2NiO8 in a non-equilibrium geometry from the Open Molecules 2025 dataset. Energies are from ωB97M-V with the def2-TZVPD basis set.

The geometry in XYZ format:
```
11
Properties=species:S:1:pos:R:3:forces:R:3
Cl 0.7539 1.9666 -0.6853 4.2052 5.4765 -0.2740
Cl -0.8957 -1.9027 0.7287 -3.9993 -9.1605 -4.1400
O 1.3617 0.8196 -1.2631 2.7176 -2.1325 -3.7037
O -1.0042 -1.1110 -0.4073 -2.9686 2.1545 -7.7660
O -2.1470 -2.5600 0.9155 0.0460 1.9850 2.2426
O 0.0349 -2.8924 0.4879 2.4735 -2.9930 0.1172
O 1.5207 2.2400 0.4836 0.6588 1.2780 0.2875
O -0.2263 -0.9414 1.4180 2.0367 4.0018 12.4267
O -0.4131 1.3905 -0.1913 -9.6346 5.2382 0.0589
O 0.5812 2.9851 -1.5982 -0.3069 1.1465 -0.4894
Ni 0.4339 0.0058 0.1113 4.7717 -6.9945 1.2403
```
Forces are in eV/Å.

Calculated values
Kohn-Sham gap (spin up / spin down) = 11.5 / 10.4 eV
DFT total energy = -3029.8615 a.u.
2S+1 = 3
Expectation value of S² = 2.0049

Atom-resolved charges from Mulliken, all expressed in e: atom 1 (Cl): 2.092, atom 2 (Cl): 2.219, atom 3 (O): -0.512, atom 4 (O): -0.567, atom 5 (O): -0.553, atom 6 (O): -0.587, atom 7 (O): -0.586, atom 8 (O): -0.572, atom 9 (O): -0.442, atom 10 (O): -0.525, atom 11 (Ni): 0.032

***

Here is a structure of composition C23H16F3HfN6O6S2 from the Open Molecules 2025 dataset. Energies are from ωB97M-V with the def2-TZVPD basis set.

The geometry in XYZ format:
```
57
Properties=species:S:1:pos:R:3:forces:R:3
N -0.0581 0.2272 3.3061 -0.0618 -0.0463 -0.0698
C 1.9959 -4.8930 -1.7872 0.0152 0.0246 0.0042
C 1.8384 -2.6229 -1.0345 -0.0877 -0.0743 -0.0158
C 0.5263 -2.3011 2.3876 -0.0413 -0.0478 -0.0227
C -3.1087 1.3237 -3.7093 0.0636 0.0382 -0.0476
S -0.5220 1.9993 0.5878 -0.1420 0.2476 0.1039
C 0.6076 -4.9416 -1.9021 0.0101 -0.0525 -0.0146
N -5.3107 2.2811 -4.1747 -0.0781 -0.1622 -0.1866
H -0.6116 0.9039 -4.2687 0.0197 -0.0543 -0.0188
O 0.0020 -0.2200 -2.7291 -0.2310 0.2777 -0.0168
O -2.0379 -1.0974 -1.1799 0.0682 0.0953 -0.0381
C 2.3315 3.9433 3.4546 -0.0317 -0.0137 -0.0351
H 0.7562 -3.2701 1.9617 0.0100 0.0109 0.0007
H 4.1685 4.3563 4.2787 0.0002 0.0084 -0.0029
C -2.2660 0.4861 -2.9556 -0.0519 -0.0664 0.0755
H 2.8657 5.2388 4.9578 0.0024 0.0037 -0.0055
Hf -0.1498 -0.5933 -0.6048 0.3141 -0.5595 0.1677
H -4.5912 -0.8556 -0.8608 -0.0055 0.0083 0.0038
C 0.8386 -1.9655 3.6835 -0.0055 0.0077 0.0309
C -4.9850 0.6010 -2.3812 -0.0148 0.0685 -0.0669
H -2.7151 1.9251 -4.5186 -0.0006 -0.0045 0.0028
H 0.5925 4.9873 4.1872 -0.0041 0.0035 0.0021
F 4.5006 -3.4059 0.0284 -0.0216 -0.0244 -0.1422
F 4.6749 -4.8619 -1.5661 0.0032 0.1124 0.0400
C -4.1851 -0.2412 -1.6518 0.0672 -0.0711 0.0720
H 1.3146 -2.6673 4.3504 0.0020 -0.0053 -0.0019
H -6.0453 0.6754 -2.1840 0.0019 -0.0019 -0.0002
N -0.0737 -1.4162 1.5872 -0.0379 0.1467 -0.0732
C -0.3553 -0.1968 2.0879 -0.0431 0.0200 0.2236
H -0.9519 3.9515 2.5745 -0.0034 -0.0001 -0.0038
S 2.4084 -1.0656 -0.5082 -0.0305 0.0882 -0.0428
C 0.5918 2.7829 1.6348 -0.0186 -0.1409 -0.0929
C 2.8066 3.0177 2.5058 -0.0070 0.0005 -0.0086
H 0.1063 -5.8345 -2.2432 -0.0086 0.0016 -0.0018
N -1.0076 0.5578 1.1303 0.2233 -0.0989 -0.0792
O -1.6505 2.8022 0.2664 0.0805 0.1169 0.1110
H 2.3178 1.7417 0.8682 0.0210 -0.0049 -0.0037
C 2.6218 -3.7420 -1.3547 0.0112 0.0347 0.0121
O 0.2567 1.5128 -0.6222 -0.0354 0.1522 -0.0965
H 3.8599 2.7706 2.4793 0.0098 0.0024 0.0039
C -2.8057 -0.3044 -1.9006 -0.1110 0.0207 -0.1186
C 4.1248 -3.6841 -1.2328 0.0541 -0.0267 0.0130
C -0.1092 -3.8202 -1.5715 -0.0411 0.0526 0.0346
C 0.9624 4.2708 3.4655 0.0349 0.0218 0.0314
N 3.1782 4.5013 4.3530 0.0131 -0.0056 0.0246
N 0.4945 -2.7012 -1.1437 0.0644 -0.0961 0.0316
H -1.1892 -3.7802 -1.6360 0.0024 0.0033 -0.0047
O -6.4868 2.2888 -3.8823 0.0518 0.0592 0.0552
C -4.4345 1.3837 -3.4037 -0.0350 -0.0119 0.1200
C 1.9451 2.4404 1.6056 -0.0498 0.0235 0.0461
F 4.6512 -2.7485 -2.0344 -0.0368 -0.0868 0.0969
O -4.7993 2.9238 -5.0670 0.0136 0.0433 0.0838
C -0.8972 0.3972 -3.3412 0.0974 -0.0289 -0.1424
C 0.0991 3.6959 2.5679 -0.0074 -0.0141 -0.0251
C 0.5356 -0.6678 4.0898 -0.0106 0.0080 -0.0203
H 2.5939 -5.7576 -2.0408 -0.0044 0.0008 0.0033
H 0.7801 -0.3318 5.0907 0.0035 -0.0040 0.0044
```
Forces are in eV/Å.

Calculated values
Charge = +1
Kohn-Sham gap = 7.4 eV
DFT total energy = -2809.9829 a.u.

Atom-resolved charges from Mulliken, all expressed in e: atom 1 (N): -0.423, atom 2 (C): -0.117, atom 3 (C): 0.691, atom 4 (C): -0.013, atom 5 (C): -0.661, atom 6 (S): 1.454, atom 7 (C): -0.935, atom 8 (N): 1.028, atom 9 (H): 0.446, atom 10 (O): -0.576, atom 11 (O): -0.960, atom 12 (C): 1.141, atom 13 (H): 0.487, atom 14 (H): 0.205, atom 15 (C): 0.937, atom 16 (H): 0.204, atom 17 (Hf): 1.623, atom 18 (H): 0.487, atom 19 (C): -0.780, atom 20 (C): -0.410, atom 21 (H): 0.546, atom 22 (H): 0.322, atom 23 (F): -0.227, atom 24 (F): -0.293, atom 25 (C): -0.702, atom 26 (H): 0.408, atom 27 (H): 0.521, atom 28 (N): -0.133, atom 29 (C): 0.727, atom 30 (H): 0.454, atom 31 (S): -0.542, atom 32 (C): -0.004, atom 33 (C): -0.914, atom 34 (H): 0.429, atom 35 (N): -0.444, atom 36 (O): -0.703, atom 37 (H): 0.501, atom 38 (C): -0.115, atom 39 (O): -0.733, atom 40 (H): 0.339, atom 41 (C): 0.394, atom 42 (C): 0.677, atom 43 (C): -0.278, atom 44 (C): -0.795, atom 45 (N): -0.464, atom 46 (N): -0.266, atom 47 (H): 0.519, atom 48 (O): -0.606, atom 49 (C): -0.449, atom 50 (C): -0.319, atom 51 (F): -0.207, atom 52 (O): -0.601, atom 53 (C): 0.020, atom 54 (C): -0.680, atom 55 (C): -0.195, atom 56 (H): 0.547, atom 57 (H): 0.438